No. 1
Density functional theory data (wB97M-V/def2-TZVPD) for C25H20ClCrN8O2 as an isolated structure.

```
! wB97M-V def2-TZVPD RIJCOSX def2/J DEFGRID3
* xyz 0 2
Cr 1.01 -0.12 0.35
C 0.16 -1.11 4.48
C 0.68 -1.15 3.18
N 0.38 -0.26 2.28
C -0.46 0.77 2.58
C -1.06 0.86 3.84
C -0.72 -0.12 4.80
C -1.97 1.92 4.11
C -2.24 2.81 3.11
C -1.62 2.73 1.84
C -0.71 1.74 1.54
N 0.01 1.50 0.38
C -0.03 2.23 -0.81
C -0.63 3.44 -1.08
C -0.57 4.03 -2.36
C 0.09 3.44 -3.40
C 0.76 2.21 -3.17
C 1.51 1.55 -4.16
C 2.17 0.39 -3.86
C 2.06 -0.12 -2.56
N 1.34 0.45 -1.63
C 0.69 1.62 -1.89
H 0.45 -1.87 5.20
H 1.36 -1.94 2.87
H -1.15 -0.06 5.79
H -2.44 2.00 5.08
H -2.94 3.62 3.29
H -1.91 3.47 1.12
H -1.13 4.00 -0.31
H -1.06 4.98 -2.51
H 0.14 3.90 -4.38
H 1.56 1.98 -5.15
H 2.75 -0.14 -4.60
H 2.58 -1.03 -2.29
C -2.93 -0.44 -1.90
O -2.91 -1.65 -1.11
C -1.82 -1.80 -0.35
O -0.95 -0.95 -0.29
N -1.88 -2.98 0.30
N -0.86 -3.37 1.17
H -3.83 -0.51 -2.50
H -2.05 -0.39 -2.53
H -2.97 0.43 -1.25
H -2.64 -3.60 0.06
H -0.38 -4.18 0.80
H -1.25 -3.58 2.08
Cl 2.76 1.86 2.19
C 2.83 0.57 0.94
H 3.41 -0.25 1.37
H 3.38 0.99 0.10
N 1.71 -1.96 -0.04
C 1.79 -2.90 -0.71
C 1.88 -4.01 -1.53
C 1.94 -5.31 -0.97
N 1.97 -6.36 -0.50
C 1.87 -3.79 -2.93
N 1.87 -3.54 -4.06
*
```

⟨S²⟩: 0.76
Energy above the lowest of the compared OMol25 structures with the same formula, charge and spin in kcal/mol: 0.00

---

No. 2
Density functional theory data (wB97M-V/def2-TZVPD) for C25H20ClN3O7V as an isolated structure.

```
! wB97M-V def2-TZVPD RIJCOSX def2/J DEFGRID3
* xyz 2 2
V -1.27 -0.75 0.21
O -1.66 -3.74 2.67
C -1.44 -2.68 2.18
O -1.62 -2.39 0.86
C -0.92 -1.48 2.90
C -0.65 -1.53 4.26
C -0.20 -0.38 4.86
C -0.05 0.80 4.12
C 0.36 2.00 4.75
C 0.43 3.16 4.04
C 0.08 3.16 2.67
C -0.31 2.02 2.03
C -0.37 0.80 2.73
N -0.76 -0.39 2.13
H -0.81 -2.46 4.78
H 0.04 -0.38 5.92
H 0.60 1.98 5.80
H 0.74 4.08 4.51
H 0.11 4.09 2.12
H -0.60 2.06 1.00
O -3.48 3.88 -2.60
C -2.18 3.80 -2.84
O -1.60 4.58 -3.54
C -1.41 2.68 -2.19
C -0.03 2.47 -2.36
Cl 1.10 3.32 -3.26
N 0.33 1.39 -1.63
N -0.74 0.91 -0.98
C -1.78 1.67 -1.32
C -3.05 1.19 -0.74
O -4.14 1.63 -0.86
O -2.81 0.01 -0.01
C 1.61 0.76 -1.50
C 2.21 0.70 -0.25
C 3.44 0.06 -0.13
C 4.05 -0.49 -1.25
C 3.43 -0.41 -2.50
C 2.20 0.21 -2.63
H -3.84 3.19 -2.02
H 1.76 1.18 0.61
H 3.93 0.02 0.83
H 5.01 -0.97 -1.16
H 3.92 -0.83 -3.37
H 1.71 0.29 -3.59
C 0.77 -3.59 -2.16
C -0.72 -3.69 -2.49
C -1.20 -2.27 -2.29
O -0.31 -1.73 -1.22
C 0.78 -2.70 -0.94
H 1.32 -3.11 -2.98
H 1.23 -4.55 -1.96
H -1.22 -4.36 -1.78
H -0.91 -4.04 -3.50
H -2.23 -2.19 -1.95
H -1.04 -1.63 -3.16
H 0.49 -3.26 -0.04
H 1.68 -2.12 -0.78
*
```

⟨S²⟩: 0.76
Energy above the lowest of the compared OMol25 structures with the same formula, charge and spin in kcal/mol: 9.46

---

No. 3
Density functional theory data (wB97M-V/def2-TZVPD) for C25H20F6N3O7PS3V as an isolated structure.

```
! wB97M-V def2-TZVPD RIJCOSX def2/J DEFGRID3
* xyz 0 2
V 0.65 -0.10 -0.21
O 1.28 -3.24 0.35
S 2.50 -2.46 0.35
O 3.56 -2.89 1.20
O 2.15 -1.00 0.64
C 3.12 -2.50 -1.33
C 4.43 -2.91 -1.49
C 4.95 -3.07 -2.77
C 4.16 -2.82 -3.87
C 2.85 -2.40 -3.70
C 2.31 -2.22 -2.44
P 0.59 -1.62 -2.20
C -0.43 -3.12 -2.41
C -1.15 -3.62 -1.33
C -1.93 -4.76 -1.48
C -1.99 -5.40 -2.70
C -1.27 -4.91 -3.78
C -0.49 -3.77 -3.64
C 0.19 -0.65 -3.69
C -1.14 -0.62 -4.13
C -1.52 0.24 -5.15
C -0.59 1.08 -5.74
C 0.73 1.06 -5.30
C 1.12 0.20 -4.29
H 5.02 -3.12 -0.61
H 5.98 -3.39 -2.89
H 4.56 -2.95 -4.87
H 2.24 -2.19 -4.58
H -1.06 -3.14 -0.37
H -2.48 -5.14 -0.63
H -2.60 -6.29 -2.82
H -1.31 -5.42 -4.74
H 0.06 -3.39 -4.49
H -1.87 -1.28 -3.68
H -2.55 0.25 -5.48
H -0.89 1.76 -6.53
H 1.46 1.73 -5.74
H 2.14 0.22 -3.94
N 0.42 -1.00 3.00
C -0.78 -1.16 2.39
C -1.87 -1.68 3.12
C -3.09 -1.79 2.52
C -3.25 -1.37 1.19
C -2.14 -0.87 0.55
N -0.92 -0.77 1.12
H 0.55 -1.47 3.88
H 1.25 -0.95 2.42
H -1.72 -2.00 4.14
H -3.93 -2.20 3.06
H -4.19 -1.43 0.68
H -2.21 -0.55 -0.48
F 0.97 2.04 1.18
C 1.71 2.78 0.31
F 1.40 4.05 0.47
F 2.97 2.57 0.57
S 1.24 2.16 -1.40
O 2.15 1.05 -1.58
O -0.13 1.67 -1.16
N 1.24 3.29 -2.42
S 2.64 3.93 -2.94
O 2.99 3.44 -4.24
O 3.61 3.99 -1.89
C 2.03 5.65 -3.21
F 1.60 6.18 -2.07
F 3.04 6.37 -3.68
F 1.03 5.66 -4.09
*
```

⟨S²⟩: 0.78
Energy above the lowest of the compared OMol25 structures with the same formula, charge and spin in kcal/mol: 5.58

---

No. 4
Density functional theory data (wB97M-V/def2-TZVPD) for C25H20KNTe as an isolated structure at a distorted geometry.

```
! wB97M-V def2-TZVPD RIJCOSX def2/J DEFGRID3
* xyz 0 1
K -0.01 -1.45 -2.27
Te 1.32 1.63 -1.86
C 2.23 3.56 -1.77
C 2.44 4.14 -0.53
C 3.00 5.41 -0.45
C 3.34 6.09 -1.61
C 3.13 5.51 -2.84
C 2.58 4.24 -2.93
C -0.64 2.46 -1.97
C -1.16 2.89 -3.18
C -2.42 3.47 -3.23
C -3.17 3.60 -2.07
C -2.65 3.16 -0.86
C -1.39 2.59 -0.81
H 2.17 3.61 0.37
H 3.16 5.87 0.52
H 3.78 7.08 -1.54
H 3.41 6.04 -3.75
H 2.42 3.78 -3.90
H -0.58 2.79 -4.09
H -2.82 3.81 -4.18
H -4.15 4.04 -2.11
H -3.23 3.26 0.05
H -0.99 2.24 0.14
N -0.83 -2.11 -0.20
C -0.62 -2.88 0.76
C 0.61 -3.75 0.88
C 1.16 -4.35 -0.25
C 2.34 -5.09 -0.18
C 3.00 -5.22 1.03
C 2.47 -4.63 2.17
C 1.28 -3.92 2.09
C -1.61 -3.00 1.90
C -1.91 -4.22 2.51
C -2.89 -4.30 3.49
C -3.57 -3.17 3.89
C -3.28 -1.94 3.30
C -2.32 -1.87 2.31
H 0.63 -4.27 -1.19
H 2.73 -5.56 -1.08
H 3.92 -5.79 1.09
H 2.98 -4.74 3.11
H 0.87 -3.47 2.99
H -1.37 -5.11 2.21
H -3.12 -5.26 3.94
H -4.33 -3.23 4.66
H -3.82 -1.05 3.60
H -2.10 -0.93 1.81
*
```

Energy above the lowest of the compared OMol25 structures with the same formula, charge and spin in kcal/mol: 2.90

---

No. 5
Density functional theory data (wB97M-V/def2-TZVPD) for a 2-piece molecular cluster, C25H20N3O2 overall at a distorted geometry.

```
! wB97M-V def2-TZVPD RIJCOSX def2/J DEFGRID3
* xyz -1 1
O -2.42 -3.62 0.48
C -2.49 -3.33 -0.73
O -3.39 -2.96 -1.51
C -1.11 -3.36 -1.46
C -1.18 -3.85 -2.92
C -0.95 -2.62 -3.72
C -0.69 -1.53 -2.86
C -0.52 -0.24 -3.37
C -0.51 -0.08 -4.76
C -0.76 -1.16 -5.61
C -1.01 -2.43 -5.09
N -0.76 -1.96 -1.54
C -0.64 -1.20 -0.43
C -0.08 0.09 -0.42
C -0.56 1.08 0.41
C -0.29 2.48 0.23
C -1.18 3.46 0.74
C -0.96 4.82 0.50
C 0.16 5.23 -0.24
C 1.06 4.28 -0.74
C 0.84 2.92 -0.51
H -0.38 -3.92 -0.86
H -0.40 -4.60 -3.08
H -2.14 -4.30 -3.15
H -0.41 0.60 -2.71
H -0.31 0.91 -5.17
H -0.76 -1.01 -6.69
H -1.26 -3.29 -5.72
H -0.97 -1.66 0.51
H 0.74 0.29 -1.11
H -1.32 0.80 1.15
H -2.04 3.12 1.32
H -1.67 5.55 0.88
H 0.33 6.29 -0.43
H 1.93 4.59 -1.31
H 1.54 2.18 -0.90
C 1.92 -0.78 6.16
C 2.96 -0.49 5.26
C 2.63 -0.02 3.98
C 1.22 0.16 3.60
C 0.21 -0.14 4.51
C 0.57 -0.61 5.79
N 1.20 0.65 2.33
C 2.50 0.75 1.94
N 3.39 0.36 2.91
H 2.15 -1.14 7.16
H 4.01 -0.61 5.51
H -0.82 0.01 4.19
H -0.21 -0.84 6.51
H 2.82 1.12 0.97
*
```

---

No. 6
Density functional theory data (wB97M-V/def2-TZVPD) for C25H20N4O5ReS3 as an isolated structure at a distorted geometry.

```
! wB97M-V def2-TZVPD RIJCOSX def2/J DEFGRID3
* xyz 0 4
Re -1.87 0.70 0.32
C 2.03 -1.28 -0.11
C 0.56 -1.11 0.17
N 0.01 0.01 -0.19
N 0.81 0.90 -0.92
C 0.12 1.67 -1.69
S -1.61 1.64 -1.88
S 0.95 2.86 -2.68
C 2.47 1.93 -3.12
C 2.27 1.12 -4.37
C 2.64 1.63 -5.61
C 2.38 0.91 -6.78
C 1.74 -0.32 -6.71
C 1.37 -0.83 -5.47
C 1.63 -0.12 -4.31
C -0.24 -2.19 0.73
C 0.39 -3.30 1.33
C -0.31 -4.42 1.71
C -1.68 -4.49 1.45
C -2.33 -3.42 0.88
C -1.65 -2.24 0.56
O -2.38 -1.22 0.12
H 2.17 -1.45 -1.18
H 2.45 -2.12 0.42
H 2.56 -0.37 0.14
H 2.70 1.31 -2.26
H 3.24 2.68 -3.25
H 3.13 2.59 -5.67
H 2.67 1.32 -7.74
H 1.53 -0.88 -7.61
H 0.86 -1.78 -5.41
H 1.32 -0.51 -3.35
H 1.45 -3.27 1.53
H 0.20 -5.24 2.19
H -2.24 -5.38 1.70
H -3.40 -3.44 0.69
O -2.56 4.54 1.43
C -2.60 3.38 1.18
O -1.55 2.62 0.88
C -3.90 2.57 1.21
O -4.94 3.01 1.59
O -3.72 1.31 0.80
N -3.45 -0.91 2.84
C -2.30 -0.36 3.23
N -1.48 0.29 2.44
C -0.37 0.80 3.15
C 0.67 1.55 2.62
C 1.69 1.95 3.48
C 1.68 1.61 4.83
C 0.64 0.86 5.36
C -0.38 0.47 4.50
S -1.80 -0.46 4.89
H -3.79 -0.76 1.90
H -4.07 -1.33 3.51
H 0.68 1.84 1.58
H 2.50 2.55 3.08
H 2.48 1.95 5.47
H 0.63 0.59 6.40
*
```

⟨S²⟩: 3.77
Energy above the lowest of the compared OMol25 structures with the same formula, charge and spin in kcal/mol: 1.95

---

No. 7
Density functional theory data (wB97M-V/def2-TZVPD) for C25H20N4PS2W as an isolated structure at a distorted geometry.

```
! wB97M-V def2-TZVPD RIJCOSX def2/J DEFGRID3
* xyz 3 1
W 0.13 -0.15 0.35
C 3.98 -1.33 1.93
C 3.41 -0.10 2.28
C 2.04 -0.01 2.45
C 1.22 -1.15 2.25
C 1.82 -2.38 1.86
C 3.19 -2.46 1.73
P -0.52 -0.95 2.62
C -0.88 -0.64 4.31
C -2.23 -0.50 4.66
C -2.56 -0.33 5.99
C -1.56 -0.28 6.96
C -0.22 -0.41 6.60
C 0.14 -0.59 5.28
C -1.41 -2.14 1.68
C -2.28 -3.16 2.00
C -2.76 -3.94 0.95
C -2.40 -3.68 -0.37
C -1.56 -2.63 -0.70
C -1.06 -1.81 0.33
H 5.05 -1.41 1.82
H 4.04 0.76 2.44
H 1.61 0.93 2.79
H 1.19 -3.25 1.70
H 3.65 -3.40 1.46
H -3.01 -0.53 3.91
H -3.60 -0.24 6.28
H -1.83 -0.16 8.00
H 0.55 -0.39 7.37
H 1.18 -0.72 5.02
H -2.55 -3.38 3.03
H -3.43 -4.77 1.16
H -2.80 -4.31 -1.16
H -1.32 -2.43 -1.73
S -0.38 0.26 -1.90
C 1.29 0.03 -2.24
S 2.15 -0.39 -0.78
C 1.86 0.18 -3.47
C 3.26 -0.01 -3.62
N 4.40 -0.13 -3.72
C 1.06 0.55 -4.59
N 0.40 0.88 -5.48
C -2.21 4.32 2.35
N -1.84 3.80 1.00
C -2.17 4.64 -0.18
C -1.26 2.69 0.86
N -0.73 1.65 0.69
H -3.29 4.44 2.38
H -1.72 5.29 2.48
H -1.88 3.63 3.11
H -3.25 4.74 -0.24
H -1.79 4.17 -1.08
H -1.71 5.62 -0.04
*
```

Energy above the lowest of the compared OMol25 structures with the same formula, charge and spin in kcal/mol: 0.00

---

No. 8
Density functional theory data (wB97M-V/def2-TZVPD) for a 2-piece molecular cluster, C25H20NO4 overall at a distorted geometry.

```
! wB97M-V def2-TZVPD RIJCOSX def2/J DEFGRID3
* xyz -1 1
C -0.31 0.83 -4.70
C 0.14 1.43 -3.51
C -0.73 1.49 -2.43
C -2.01 0.94 -2.50
C -2.46 0.31 -3.67
C -1.60 0.27 -4.77
C -2.72 1.10 -1.22
O -3.85 0.71 -0.94
C -1.79 1.82 -0.32
C -2.08 2.10 0.98
C -1.15 2.72 1.90
C -0.49 3.93 1.54
C 0.40 4.53 2.42
C 0.71 3.92 3.65
C 0.05 2.73 4.02
C -0.89 2.16 3.17
C -0.50 2.05 -1.07
O 0.55 2.56 -0.68
H 0.35 0.78 -5.57
H 1.15 1.83 -3.42
H -3.45 -0.13 -3.68
H -1.93 -0.20 -5.70
H -3.07 1.79 1.34
H -0.68 4.37 0.56
H 0.87 5.48 2.14
H 1.45 4.36 4.32
H 0.27 2.25 4.98
H -1.40 1.22 3.42
C -5.82 2.56 -2.86
C -6.00 3.00 -1.44
O -4.88 3.86 -1.10
C -5.12 4.43 0.10
C -4.00 5.16 0.61
C -4.13 5.96 1.76
C -5.30 6.05 2.61
C -5.20 6.78 3.80
N -4.09 7.44 4.16
C -3.01 7.40 3.38
C -2.99 6.72 2.16
O -6.22 4.29 0.68
H -6.45 1.69 -3.04
H -6.12 3.36 -3.55
H -4.78 2.31 -3.06
H -6.96 3.52 -1.30
H -5.95 2.14 -0.75
H -3.07 5.17 0.04
H -6.22 5.55 2.33
H -6.06 6.81 4.48
H -2.10 7.90 3.73
H -2.10 6.73 1.53
*
```

---

No. 9
Density functional theory data (wB97M-V/def2-TZVPD) for C25H20OP2PdS2 as an isolated structure at a distorted geometry.

```
! wB97M-V def2-TZVPD RIJCOSX def2/J DEFGRID3
* xyz -2 1
Pd -1.93 -2.03 -3.19
S 0.32 -3.03 -2.48
P 0.36 -1.89 -0.87
C -1.16 -1.19 -1.47
P -1.60 0.50 -1.13
S -3.02 0.28 -2.47
C -0.35 1.70 -1.61
C 0.13 1.67 -2.92
C 1.00 2.65 -3.38
C 1.41 3.68 -2.53
C 0.93 3.73 -1.23
C 0.05 2.75 -0.78
C -2.15 0.78 0.58
C -1.43 0.38 1.70
C -1.86 0.66 2.98
C -3.03 1.37 3.18
C -3.77 1.79 2.08
C -3.33 1.50 0.80
C 0.16 -2.71 0.73
C -1.12 -3.02 1.19
C -1.29 -3.63 2.43
C -0.19 -3.95 3.21
C 1.09 -3.67 2.75
C 1.26 -3.07 1.51
C 1.72 -0.70 -0.79
C 2.10 -0.04 0.38
C 3.18 0.83 0.40
C 3.92 1.06 -0.75
C 3.57 0.39 -1.92
C 2.49 -0.48 -1.93
H -0.19 0.89 -3.59
H 1.36 2.61 -4.40
H 2.08 4.45 -2.90
H 1.23 4.54 -0.57
H -0.33 2.82 0.23
H -0.50 -0.17 1.58
H -1.27 0.32 3.83
H -3.38 1.59 4.19
H -4.69 2.34 2.22
H -3.91 1.84 -0.05
H -1.98 -2.79 0.58
H -2.29 -3.87 2.77
H -0.32 -4.43 4.18
H 1.96 -3.94 3.34
H 2.26 -2.88 1.15
H 1.58 -0.22 1.32
H 3.44 1.34 1.32
H 4.76 1.75 -0.74
H 4.14 0.55 -2.83
H 2.25 -0.99 -2.86
O -3.66 -2.07 -3.25
*
```

Energy above the lowest of the compared OMol25 structures with the same formula, charge and spin in kcal/mol: 32.65

---

Number 1: electronic energy -3057.8759 hartree. Number 2: electronic energy -3059.3514 hartree. Number 3: electronic energy -4734.7905 hartree. Number 4: electronic energy -1887.2982 hartree. Number 5: electronic energy -1279.4337 hartree. Number 6: electronic energy -2832.8742 hartree. Number 7: electronic energy -2387.3922 hartree. Number 8: electronic energy -1320.4200 hartree. Number 9: electronic energy -2646.6950 hartree.